Here is C4H11NO in the gas phase from OMol25. Energies are from wB97M-V/def2-TZVPD.

```
17
Properties=species:S:1:pos:R:3:forces:R:3
C 1.341592 0.674295 -0.785792 0.164 0.526 -0.314
C 0.809723 -0.166593 0.371175 -0.221 -0.042 -0.103
C 0.654167 -1.636460 -0.017164 0.355 -0.137 0.636
N -0.452330 0.343525 0.920999 0.213 -0.299 0.442
C -1.596773 0.288831 0.038947 0.153 -0.733 -0.051
O -2.400045 1.427379 0.158369 -0.086 0.434 0.704
H 1.107905 1.733928 -0.624342 0.121 -0.130 0.048
H 2.425855 0.595744 -0.883302 0.003 -0.108 0.040
H 0.923143 0.417147 -1.763140 -0.095 -0.139 0.145
H 1.524102 -0.105617 1.190388 0.059 0.005 0.099
H 0.038382 -2.134048 0.724109 -0.368 -0.059 0.012
H 0.233441 -1.760601 -1.007819 -0.147 -0.058 -0.161
H 1.600131 -2.178539 0.040864 0.146 0.234 -0.336
H -0.322935 1.276852 1.280966 0.042 0.209 -0.199
H -1.273585 0.207630 -0.995508 -0.090 0.297 -0.378
H -2.158937 -0.638255 0.242932 -0.101 0.274 0.097
H -2.453840 1.654785 1.108310 -0.147 -0.273 -0.683
```
Forces are in eV/Å.

## Properties
- Kohn-Sham gap: 9.8 eV
- Maximum force: 0.83 eV Å⁻¹
- SMILES string: CC(C)NCO
- Molecular weight: 89.14 g mol⁻¹
- E: -7863.4361 eV
- HOMO level: -8.79 eV
- Energy above the lowest of the compared OMol25 structures with the same formula, charge and spin: 25.77 kcal per mole